No. 1
{"formula": "C38H51N4O2SSbSi3V", "method": "ωB97M-V with the def2-TZVPD basis set", "elements": ["V", "C", "C", "C", "C", "C", "C", "C", "S", "O", "O", "N", "C", "C", "C", "C", "C", "C", "C", "C", "N", "C", "H", "H", "H", "H", "H", "H", "H", "H", "H", "H", "H", "H", "H", "C", "Sb", "C", "C", "C", "C", "C", "C", "N", "Si", "C", "C", "C", "C", "C", "C", "C", "C", "C", "N", "Si", "C", "C", "C", "Si", "C", "C", "C", "H", "H", "H", "H", "H", "H", "H", "H", "H", "H", "H", "H", "H", "H", "H", "H", "H", "H", "H", "H", "H", "H", "H", "H", "H", "H", "H", "H", "H", "H", "H", "H", "H", "H", "H", "H", "H", "H"], "positions_angstrom": [[-0.07137, 0.68403, -1.30403], [4.04005, 3.95390, 3.83332], [3.49891, 3.66399, 2.46334], [4.36760, 3.44258, 1.39335], [3.89134, 3.10904, 0.13937], [2.51965, 3.00571, -0.05021], [1.63561, 3.24789, 0.98521], [2.12854, 3.58106, 2.23668], [1.94136, 2.30461, -1.57009], [2.70927, 2.78700, -2.67262], [2.00243, 0.84180, -1.32800], [0.35702, 2.52877, -1.71928], [-0.11763, 2.95334, -2.97043], [0.17040, 4.14333, -3.58840], [-0.35392, 4.41712, -4.86489], [-1.11851, 3.49763, -5.52761], [-1.42442, 2.25930, -4.92318], [-2.17408, 1.23869, -5.54012], [-2.43575, 0.08650, -4.84223], [-1.94349, -0.06946, -3.54432], [-1.18091, 0.83289, -2.94531], [-0.93293, 1.99921, -3.62478], [4.92003, 4.59394, 3.78213], [4.33931, 3.02060, 4.31589], [3.29311, 4.43521, 4.46194], [5.43590, 3.52312, 1.55212], [4.56363, 2.93823, -0.69234], [0.57442, 3.22702, 0.79669], [1.43148, 3.77152, 3.04416], [0.80713, 4.86117, -3.08987], [-0.13740, 5.36838, -5.33146], [-1.49482, 3.70960, -6.52004], [-2.53652, 1.37486, -6.55114], [-3.01025, -0.71344, -5.28707], [-2.18523, -0.95788, -2.97687], [-1.59537, -0.50770, 2.96589], [-0.08618, 0.03875, 1.49556], [-1.57480, 0.29271, -0.13569], [-2.56003, -0.80854, -0.26215], [-2.41035, -2.01734, -0.96006], [-3.49408, -2.86670, -1.10114], [-4.71230, -2.54325, -0.52508], [-4.78636, -1.35422, 0.17724], [-3.75332, -0.52931, 0.29246], [-2.74876, 1.81728, 0.36624], [-3.64445, 1.96247, 2.03828], [-1.84012, 3.50035, 0.47096], [-3.83637, 2.11142, -1.16419], [0.83404, -1.94542, 1.01760], [0.89557, -2.19038, -0.45935], [1.39515, -3.43409, -0.89734], [1.54601, -3.73606, -2.22875], [1.24607, -2.75330, -3.16680], [0.77009, -1.55603, -2.70021], [0.53556, -1.27256, -1.40099], [2.70337, -1.83108, 1.67132], [2.83996, -0.78854, 3.24545], [3.38561, -3.54805, 2.08556], [3.93955, -1.15654, 0.42969], [0.03997, -3.38194, 2.06364], [0.62863, -5.16932, 1.78411], [0.42473, -3.02606, 3.88392], [-1.81849, -3.60680, 1.80720], [-2.57781, -0.43407, 2.50759], [-1.51980, 0.21959, 3.77313], [-1.43888, -1.49793, 3.37757], [-1.46446, -2.28888, -1.40087], [-3.38564, -3.79106, -1.65559], [-5.57220, -3.19156, -0.61475], [-5.70533, -1.03815, 0.66035], [-2.92872, 2.08122, 2.85572], [-4.31104, 1.13790, 2.27852], [-4.23635, 2.88100, 2.00104], [-1.35702, 3.65416, 1.43939], [-2.61696, 4.26603, 0.39152], [-1.12801, 3.69302, -0.32576], [-4.36962, 1.23055, -1.51928], [-3.21022, 2.48623, -1.97765], [-4.57504, 2.88575, -0.94404], [1.67579, -4.15920, -0.15171], [1.90787, -4.70827, -2.53663], [1.38261, -2.90830, -4.22703], [0.56513, -0.76860, -3.41093], [2.29115, -1.22111, 4.08267], [2.49282, 0.23683, 3.09961], [3.89176, -0.74411, 3.53748], [2.81129, -4.07726, 2.84573], [4.39625, -3.41344, 2.47859], [3.46934, -4.18924, 1.20610], [3.69301, -0.15990, 0.09578], [4.00858, -1.79386, -0.45584], [4.92747, -1.11487, 0.89344], [1.70793, -5.31909, 1.76818], [0.20674, -5.59811, 0.87315], [0.23749, -5.75225, 2.62223], [1.36576, -3.49278, 4.17921], [-0.35855, -3.45501, 4.51270], [0.48968, -1.96253, 4.11158], [-2.01078, -4.14219, 0.87843], [-2.39131, -2.68227, 1.79431], [-2.19625, -4.22925, 2.62280]], "atomic_forces_ev_per_a": [[-0.3, -0.9, 1.4], [0.0, 0.0, 0.0], [0.0, 0.0, 0.0], [0.0, 0.0, 0.0], [0.0, 0.0, -0.2], [-0.3, -0.1, -0.2], [0.0, 0.2, -0.1], [0.0, 0.0, 0.0], [0.9, 1.2, 0.0], [0.1, 0.0, 0.1], [0.1, -0.2, 0.1], [0.9, 0.9, 0.0], [-0.1, 0.4, -0.6], [-0.1, -0.2, 0.3], [-0.1, -0.1, -0.2], [0.1, 0.2, -0.1], [0.0, -0.2, 0.3], [0.0, -0.1, 0.2], [-0.1, 0.1, -0.2], [0.0, 0.1, 0.1], [-0.6, 0.1, -1.6], [0.0, 0.4, -0.2], [0.0, 0.0, 0.0], [0.0, 0.0, 0.0], [0.0, 0.0, 0.0], [0.0, 0.0, 0.0], [0.0, 0.0, 0.1], [0.0, -0.1, 0.1], [0.0, 0.0, 0.0], [0.0, 0.0, 0.0], [0.0, 0.0, 0.0], [0.0, 0.0, 0.0], [0.0, 0.0, 0.0], [0.0, 0.0, 0.1], [0.1, 0.0, -0.1], [0.3, 0.3, 0.1], [-0.3, -0.6, 0.5], [-1.0, 0.0, 1.2], [-0.4, -0.3, -0.2], [0.0, 0.1, 0.0], [0.0, 0.0, 0.0], [0.0, 0.0, 0.0], [0.1, 0.0, 0.0], [0.1, 0.1, 0.1], [0.0, 0.7, -0.3], [0.1, -0.3, -0.2], [0.0, -0.4, 0.0], [0.1, -0.2, 0.3], [0.1, 0.1, 0.1], [0.0, -0.2, -0.2], [0.0, 0.1, 0.0], [0.0, 0.1, 0.0], [0.0, -0.1, 0.0], [0.1, -0.3, -0.1], [0.8, -1.3, 0.1], [0.3, -0.2, 0.3], [-0.2, -0.1, -0.2], [-0.1, 0.2, 0.1], [-0.4, -0.1, -0.1], [-0.2, -0.4, 0.2], [0.2, 0.3, -0.2], [-0.1, 0.1, -0.2], [0.2, 0.3, 0.0], [0.0, 0.0, -0.1], [0.0, 0.0, 0.0], [0.0, 0.1, -0.1], [-0.1, 0.0, 0.0], [0.0, 0.0, 0.0], [0.0, 0.0, 0.0], [0.0, 0.0, 0.0], [0.0, 0.0, 0.0], [0.0, 0.0, 0.0], [0.0, 0.0, 0.0], [0.0, 0.0, 0.0], [-0.1, -0.1, 0.0], [0.0, 0.1, 0.0], [0.0, 0.0, 0.0], [0.0, 0.1, 0.0], [0.0, 0.0, 0.0], [0.0, 0.0, 0.0], [0.0, 0.0, 0.0], [0.0, 0.0, 0.0], [0.0, 0.0, 0.0], [0.1, 0.1, -0.1], [0.1, 0.0, 0.0], [0.0, 0.0, -0.1], [0.2, 0.1, -0.1], [0.0, 0.1, 0.0], [0.0, 0.0, 0.0], [-0.1, 0.3, -0.1], [0.0, 0.0, 0.0], [0.0, -0.1, 0.1], [-0.2, -0.1, 0.0], [0.0, 0.0, 0.0], [-0.1, 0.1, 0.0], [-0.1, 0.1, 0.0], [0.0, 0.0, 0.0], [-0.1, -0.1, 0.1], [0.0, 0.0, 0.0], [-0.1, -0.1, -0.1], [0.0, 0.0, 0.0]], "mulliken_spin": [1.8663, 0.0000, 0.0007, 0.0007, -0.0017, -0.0187, 0.0079, 0.0071, 0.0273, -0.0011, -0.0052, 0.0811, 0.0194, -0.0005, -0.0021, 0.0015, -0.0019, 0.0133, -0.0073, 0.0537, -0.1278, 0.0970, 0.0000, 0.0000, 0.0000, 0.0000, 0.0002, 0.0224, 0.0000, -0.0002, -0.0001, -0.0001, 0.0004, 0.0000, -0.0112, -0.0033, -0.0199, -0.1191, 0.0686, 0.0268, 0.0080, -0.0076, 0.0030, -0.0092, 0.0336, -0.0012, 0.0092, 0.0011, 0.0190, 0.0350, -0.0079, 0.0095, -0.0003, 0.0815, -0.1811, 0.0019, 0.0001, 0.0001, 0.0012, -0.0003, 0.0000, 0.0010, -0.0003, 0.0002, -0.0002, 0.0000, -0.0058, 0.0001, -0.0004, 0.0000, -0.0001, -0.0002, 0.0000, 0.0010, 0.0006, -0.0008, 0.0007, 0.0008, -0.0011, 0.0000, -0.0002, -0.0003, 0.0342, -0.0001, 0.0000, 0.0001, 0.0000, 0.0000, 0.0001, 0.0005, -0.0002, 0.0000, 0.0000, 0.0002, 0.0000, 0.0001, 0.0000, 0.0001, 0.0000, 0.0003, 0.0000], "orbital_gap_ev": [7.1, 7.2], "lumo_ev": [-3.3, -3.2], "multiplicity": 3, "charge": 1}

***

No. 2
{"formula": "C4H6N2O", "method": "ωB97M-V with the def2-TZVPD basis set", "elements": ["H", "N", "C", "C", "N", "O", "C", "C", "H", "H", "H", "H", "H"], "positions_angstrom": [[2.96003, -1.07414, 0.54473], [2.09834, -1.26918, 0.03595], [1.45194, -0.20758, -0.18619], [1.86035, 1.12781, 0.27201], [2.13592, 2.16803, 0.69768], [0.30063, -0.17311, -0.87584], [-0.88184, -0.69876, -0.23442], [-1.83474, 0.46663, -0.04913], [-1.28721, -1.47236, -0.89311], [-0.60408, -1.17116, 0.71637], [-1.95896, 0.98651, -1.00353], [-2.81616, 0.13854, 0.30315], [-1.42422, 1.17878, 0.67232]], "atomic_forces_ev_per_a": [[-0.1, 0.0, 0.0], [-0.2, 0.5, 0.0], [0.2, -0.3, 0.1], [0.3, 0.9, 0.4], [-0.2, -1.0, -0.5], [0.2, 0.0, 0.0], [-0.2, -0.1, 0.1], [0.0, 0.0, 0.0], [0.1, 0.1, 0.1], [0.0, 0.1, -0.2], [0.0, -0.1, 0.1], [0.1, 0.0, 0.0], [-0.1, -0.1, -0.1]], "lowdin_charge": [0.0769, 0.2070, -0.4744, -0.1130, 0.1680, -0.0622, -0.2163, -0.0699, 0.1214, 0.1223, 0.0827, 0.0790, 0.0784], "orbital_gap_ev": 11.3, "lumo_ev": 0.2}

***

Table of relative energy (zero: lowest compared OMol25 entry of this formula, charge and spin) (eV), in record order: 0.000; 1.878
Table of DFT total energy (eV), in record order: -116980.4177; -9271.6234